1.
# C2H12N4

A cluster of 2 separate species, C2H12N4 in total at a distorted geometry (ωB97M-V/def2-TZVPD, the OMol25 dataset).

```
18
Properties=species:S:1:pos:R:3:forces:R:3:lowdin_charge:R:1
N 5.721352 -0.723481 -3.207302 0.412 0.075 -0.104 -0.017
C 6.209695 -1.228550 -1.950678 -0.274 0.641 0.624 -0.369
N 5.175564 -1.336826 -0.868557 0.821 -0.414 -0.270 -0.016
H 5.523880 0.264093 -3.143811 -0.234 -0.025 -0.024 0.057
H 4.905093 -1.212486 -3.543232 -0.085 -0.025 0.116 0.059
H 6.958420 -0.527186 -1.572303 0.075 0.018 -0.331 0.100
H 6.747798 -2.154908 -2.121441 -0.225 -0.382 0.041 0.095
H 5.168391 -2.292517 -0.522770 -0.228 0.038 -0.092 0.047
H 5.521204 -0.797518 -0.082245 -0.262 0.072 0.039 0.044
N -6.283935 0.301171 2.791683 0.257 0.046 0.249 -0.021
C -6.031307 1.513128 2.031053 -0.365 -0.089 0.211 -0.388
N -4.847804 1.433851 1.172506 0.115 0.788 -1.046 -0.018
H -5.563789 0.169236 3.494115 0.019 0.056 -0.048 0.057
H -6.207321 -0.504397 2.180401 -0.111 0.047 -0.053 0.058
H -5.951368 2.363280 2.709060 0.212 -0.163 0.175 0.104
H -6.951161 1.695839 1.481846 -0.057 0.074 -0.418 0.094
H -4.407951 2.347158 1.044453 0.062 -0.081 0.753 0.057
H -5.142782 1.311148 0.204006 -0.132 -0.679 0.177 0.056
```
Positions in Å, forces in eV/Å.

The value obtained for the HOMO-LUMO gap is 10.6 eV. Its largest force on an atom is 1.31 eV Å⁻¹. The SMILES is NCN.NCN. The LUMO energy is 1.15 eV. Its charge is 0. The calculation puts the total energy at -8228.463 eV. The molar mass is 92.146 g mol⁻¹.

***

2.
# C2H12NO2

A cluster of 3 separate species, C2H12NO2 in total at a distorted geometry (ωB97M-V/def2-TZVPD, the OMol25 dataset).

```
17
Properties=species:S:1:pos:R:3:forces:R:3:lowdin_charge:R:1
C -1.478980 0.538222 -1.591877 -1.157 2.255 0.466 -0.086
C -0.996775 -0.483876 -0.597868 -0.312 -0.371 0.150 -0.182
N 0.210468 -0.008624 0.266046 -0.536 -0.309 0.231 0.208
H -2.218269 1.231396 -1.095534 0.466 -0.811 -0.511 0.101
H -0.779327 1.274943 -2.015730 0.485 -0.700 0.217 0.087
H -1.974973 0.094825 -2.455511 0.017 -0.257 0.269 0.090
H -1.809085 -0.791324 0.075121 0.403 0.388 0.055 0.133
H -0.731625 -1.410937 -1.100023 0.696 0.237 0.212 0.091
H 0.059007 0.135479 1.272559 -0.786 0.044 -0.314 0.169
H 0.585873 0.896568 -0.049866 0.255 -0.527 -0.235 0.160
H 0.887480 -0.772759 0.289612 0.391 0.252 -0.629 0.146
H 1.138792 3.174023 2.650085 0.108 0.197 0.039 0.037
H 2.117663 3.957370 1.764942 0.102 0.175 0.032 0.042
O 1.582908 3.162836 1.796834 -0.305 -0.532 -0.124 -0.065
H 1.039592 -3.497042 0.279144 -0.131 -0.666 -0.094 0.053
H -0.236046 -3.956526 -0.540780 0.200 -0.429 0.183 0.059
O 0.309986 -3.215804 -0.276712 0.105 1.053 0.052 -0.044
```
Positions in Å, forces in eV/Å.

The value obtained for the HOMO-LUMO gap is 11.6 eV. Its largest force on an atom is 2.58 eV Å⁻¹. The LUMO energy is -3.35 eV. Its charge is +1. The calculation puts the total energy at -7847.210 eV. The molar mass is 82.123 g mol⁻¹.

***

The evaluated energy relative to the best compared isomer or geometry (same formula, charge and spin) for the records listed, in turn: 7.0; 21.6 kcal/mol.